{
  "formula": "C17H26N2O3S",
  "method": "wB97M-V/def2-TZVPD",
  "total_charge": 0,
  "gap_ha": 0.3415,
  "energy_ev": -38009.3907,
  "symbols": ["C", "C", "C", "C", "N", "C", "C", "S", "O", "O", "C", "C", "C", "C", "C", "C", "C", "C", "C", "N", "C", "C", "O", "H", "H", "H", "H", "H", "H", "H", "H", "H", "H", "H", "H", "H", "H", "H", "H", "H", "H", "H", "H", "H", "H", "H", "H", "H", "H"],
  "xyz": [[0.588, 3.539, 0.656], [1.613, 2.780, -0.178], [2.087, 1.515, 0.535], [3.176, 0.781, -0.263], [3.222, -0.637, -0.022], [3.935, -1.199, 1.095], [3.239, -1.016, 2.443], [2.472, -1.606, -1.132], [2.745, -1.104, -2.449], [2.802, -2.967, -0.826], [0.731, -1.338, -0.809], [0.134, -1.953, 0.274], [-1.195, -1.698, 0.559], [-1.935, -0.843, -0.259], [-1.311, -0.205, -1.341], [0.023, -0.458, -1.604], [-2.125, 0.796, -2.099], [-2.830, 1.652, -1.047], [-3.790, 0.783, -0.244], [-3.285, -0.576, -0.025], [-4.244, -1.492, 0.328], [-3.885, -2.957, 0.277], [-5.366, -1.119, 0.601], [-0.254, 2.895, 0.901], [1.032, 3.883, 1.588], [0.216, 4.405, 0.114], [2.469, 3.427, -0.379], [1.172, 2.504, -1.138], [2.464, 1.784, 1.523], [1.238, 0.843, 0.673], [4.159, 1.216, -0.052], [2.981, 0.889, -1.332], [4.029, -2.262, 0.871], [4.940, -0.761, 1.136], [2.212, -1.368, 2.392], [3.767, -1.590, 3.201], [3.233, 0.027, 2.744], [0.716, -2.630, 0.878], [-1.654, -2.146, 1.425], [0.526, 0.007, -2.437], [-2.870, 0.293, -2.721], [-1.490, 1.402, -2.745], [-2.076, 2.093, -0.393], [-3.391, 2.463, -1.511], [-4.746, 0.684, -0.767], [-4.002, 1.237, 0.731], [-3.060, -3.161, -0.398], [-3.636, -3.316, 1.274], [-4.773, -3.496, -0.048]]
}

{
  "formula": "C4H5ClO",
  "method": "wB97M-V/def2-TZVPD",
  "total_charge": 0,
  "gap_ha": 0.3727,
  "energy_ev": -18795.4719,
  "symbols": ["O", "C", "C", "C", "C", "Cl", "H", "H", "H", "H", "H"],
  "xyz": [[0.606, -0.374, 2.385], [-0.056, -0.020, 1.364], [-0.670, -1.038, 0.266], [-1.619, -0.330, -0.749], [-0.203, -0.519, -0.983], [0.879, 0.982, -0.962], [0.106, 1.089, 0.861], [-0.621, -2.060, 0.943], [-2.221, -0.865, -1.465], [-1.973, 0.749, -0.656], [0.203, -1.180, -1.796]]
}